The following is a DFT calculation (ωB97M-V/def2-TZVPD) of an isolated ion of composition C4H6N3O2 and charge +1.

**Charge**: +1
**SMILES string**: [H]/N=C(\C#[N+][O-])[NH2+]C(C)=O
**Kohn-Sham gap**: 9.945 eV

The geometry in XYZ format:
```
15
C4H6N3O2 | OMol25 | ωB97M-V/def2-TZVPD
O -0.34560 -1.82458 1.42694
O -2.86927 -0.94232 -1.84344
N 1.16180 1.06104 -1.77791
N -1.76593 -0.63359 -1.65240
N 1.15666 -0.31518 0.10297
C -0.64167 -0.59423 -1.35201
C 0.04804 -0.73538 1.24451
C -0.35392 0.54179 1.72206
C 0.52953 0.16572 -1.20265
H 1.89817 0.31713 0.67053
H 0.86492 1.49675 -2.75617
H 1.75162 -1.17428 -0.20807
H -1.24347 0.41210 2.36028
H 0.35877 1.05245 2.34489
H -0.54964 1.17258 0.92047
```

=====

The following is a DFT calculation (ωB97M-V/def2-TZVPD) of a 2-piece molecular cluster, C4H6N3P overall.

**SMILES string**: N#CP=C=N.C=NC
**Kohn-Sham gap**: 8.811 eV

The geometry in XYZ format:
```
14
C4H6N3P | OMol25 | ωB97M-V/def2-TZVPD
P 1.98045 -0.69155 0.92313
N 2.41448 1.64673 -0.71140
N -1.10652 0.12045 0.28861
N 3.10338 -2.72233 -0.87533
C -2.12007 0.87842 0.91487
C 2.72219 -1.82014 -0.29103
C -1.37696 -0.92809 -0.38449
C 2.25788 0.60482 -0.14511
H -1.94951 0.78058 1.90520
H -1.90624 1.96525 0.68842
H 2.10064 2.28658 -1.45764
H -0.58936 -1.40304 -0.83950
H -2.48401 -1.30104 -0.50877
H -3.04634 0.58334 0.49303
```

=====

The following is a DFT calculation (ωB97M-V/def2-TZVPD) of one molecule with the formula C4H6N4.

**Kohn-Sham gap (alpha / beta)**: 10.321 / 5.982 eV

The geometry in XYZ format:
```
14
C4H6N4 | OMol25 | ωB97M-V/def2-TZVPD
N -0.07605 1.16025 0.08592
N -3.11198 -0.41255 -0.16670
N -1.39906 1.17976 -0.08494
N -1.78955 -0.06020 0.05202
C -0.74004 -0.90798 0.09087
C 0.38456 -0.11594 0.11323
C 1.85059 -0.64808 0.14264
C 2.51254 0.63732 -0.27620
H 2.13593 -1.01502 1.10124
H 2.43235 1.44745 0.36675
H -3.76385 0.32157 -0.03259
H 2.63210 1.02197 -1.33203
H -3.27890 -1.15238 0.49976
H 2.21137 -1.45618 -0.55996
```

=====

The following is a DFT calculation (ωB97M-V/def2-TZVPD) of one molecule with the formula C4H6N4.

**SMILES string**: [H]/N=C1C=C(N)/C(=N\[H])N\1
**Kohn-Sham gap**: 8.327 eV

The geometry in XYZ format:
```
14
C4H6N4 | OMol25 | ωB97M-V/def2-TZVPD
N -1.62596 1.70965 0.34642
N -1.74615 -1.13638 -0.11975
N 0.77562 1.29379 -0.25865
N 2.84175 0.29385 0.09906
C -0.63064 0.92363 0.04863
C 1.52825 0.09309 -0.01046
C -0.49511 -0.55207 0.07519
C 0.79202 -0.98754 0.22340
H 1.09969 -1.96905 0.68108
H -2.54825 1.17748 0.15363
H -2.55308 -0.66791 -0.47642
H 0.81070 2.44096 -0.43188
H 3.42220 -0.62316 -0.03008
H -1.67104 -1.99632 -0.30016
```

=====

The following is a DFT calculation (ωB97M-V/def2-TZVPD) of one molecule with the formula C4H6N4.

**SMILES string**: [H]/N=C\n1cc(N)cn1
**Kohn-Sham gap**: 9.311 eV

The geometry in XYZ format:
```
14
C4H6N4 | OMol25 | ωB97M-V/def2-TZVPD
N -2.73194 -0.75623 -1.08133
N 0.23526 -0.80634 -1.02007
N 2.26140 0.91355 1.48438
N -0.62114 -0.03538 -0.29942
C -0.06834 0.62038 0.76477
C -2.00008 0.06452 -0.52424
C 1.45571 -0.42446 -0.44157
C 1.26776 0.30326 0.72842
H -2.49303 1.00923 -0.17302
H 2.26127 -0.93440 -0.73795
H -2.18608 -1.60452 -1.19533
H 3.09511 0.43719 1.52391
H 1.91648 1.13798 2.43489
H -0.52913 1.36305 1.39832
```

=====

The following is a DFT calculation (ωB97M-V/def2-TZVPD) of C4H6N4 as an isolated structure.

**Kohn-Sham gap (alpha / beta)**: 5.731 / 5.729 eV

The geometry in XYZ format:
```
14
C4H6N4 | OMol25 | ωB97M-V/def2-TZVPD
N 1.89423 -0.46182 -0.15421
N 0.03308 -1.36988 0.99986
N -0.09988 0.86348 0.40841
N -2.32114 0.99798 -0.37734
C -1.17729 -1.14690 0.12587
C 0.63951 -0.32264 0.37665
C 2.63352 0.57995 -0.23553
C -1.24228 0.30346 0.03940
H -2.30603 1.99894 -0.25850
H 0.49516 -2.26012 0.84531
H -1.25471 -1.76235 -0.76341
H -3.21412 0.53536 -0.38000
H 3.65472 0.45730 -0.57920
H 2.26522 1.58723 -0.04730
```

=====

The following is a DFT calculation (ωB97M-V/def2-TZVPD) of one molecule with the formula C4H6N4.

**SMILES string**: [H]/N=C(/C#N)N(C)/C=N/[H]
**Kohn-Sham gap**: 10.252 eV

The geometry in XYZ format:
```
14
C4H6N4 | OMol25 | ωB97M-V/def2-TZVPD
N -3.30419 -0.12524 -0.45030
N -0.71306 -2.00241 0.60944
N 0.23482 0.00903 -0.25711
N -0.95908 1.80872 0.49691
C -0.82605 -0.84363 0.08211
C 1.58664 -0.51297 -0.38848
C 0.11347 1.36552 0.03855
C -2.22357 -0.47099 -0.23104
H 2.18235 0.33420 -0.74467
H 0.29429 -2.21556 0.84731
H 0.96037 2.00869 -0.21544
H -1.00842 2.84048 0.59658
H 2.02814 -0.75565 0.64641
H 1.63428 -1.44020 -1.03026
```

=====

The following is a DFT calculation (ωB97M-V/def2-TZVPD) of one molecule with the formula C4H6N4O.

**SMILES string**: [H]/N=C(\N)c1[nH]cnc1O
**Kohn-Sham gap**: 8.827 eV

The geometry in XYZ format:
```
15
C4H6N4O | OMol25 | ωB97M-V/def2-TZVPD
O 0.16751 -2.10530 -1.10486
N -1.32629 1.03786 -0.38977
N -1.89067 -0.84297 -1.51085
N 1.87602 -0.93646 0.23049
N 1.32205 0.89449 1.73611
C 1.14124 0.06226 0.57541
C -0.53646 -0.93238 -1.13238
C 0.00859 0.30512 -0.57942
C -2.16093 0.40452 -1.26440
H -1.31332 2.01271 -0.48409
H 1.85013 0.41758 2.65104
H 1.08668 -1.68820 -0.74324
H 0.37381 1.49746 2.06697
H -3.04293 1.06233 -1.26988
H 2.44456 -1.18901 1.21889
```

=====

The following is a DFT calculation (ωB97M-V/def2-TZVPD) of one molecule with the formula C4H6N4O2.

**SMILES string**: Nc1cnc(=O)n(O)c1N
**Kohn-Sham gap**: 8.159 eV

The geometry in XYZ format:
```
16
C4H6N4O2 | OMol25 | ωB97M-V/def2-TZVPD
O -0.52968 -3.01569 0.80603
O -0.40277 -1.98587 -1.70860
N 0.19932 2.32572 0.55430
N 0.07386 -1.19169 1.95533
N 0.03215 0.72893 -1.79043
N -0.10887 -1.23100 -0.49171
C 0.18691 0.87761 0.59862
C -0.13975 -1.86021 0.77318
C 0.21135 0.09154 1.84909
C 0.02049 0.14555 -0.54606
H -0.20248 2.80163 -0.24271
H 0.03490 0.05971 -2.56890
H 0.37049 0.68190 2.77387
H 0.22718 2.89089 1.38460
H 0.50825 1.62590 -1.91036
H -0.48135 -2.94495 -1.43627
```

=====

The following is a DFT calculation (ωB97M-V/def2-TZVPD) of a 2-piece molecular cluster, C4H6N4O2S overall.

**Kohn-Sham gap**: 9.134 eV

The geometry in XYZ format:
```
17
C4H6N4O2S | OMol25 | ωB97M-V/def2-TZVPD
S -1.59116 0.09551 1.21272
O -0.57574 -1.25667 1.33192
O -1.83216 0.57859 -0.13655
N -0.38064 -2.76467 -4.66349
N -1.45396 3.30810 2.79874
N 0.62644 0.56001 2.91033
N 1.35375 -0.90102 -2.23793
C 0.93552 -0.92261 -3.42649
C -0.87967 2.38480 2.41399
C -0.20567 1.26986 1.96402
C 0.24349 -2.02349 -4.04919
H 1.16479 -0.13900 -4.27243
H 0.34380 0.56952 3.85727
H 0.32266 1.54415 1.15626
H -0.66316 -1.82517 0.61267
H 1.88647 -0.05465 -2.01043
H 0.70525 -0.42327 2.53858
```

=====

The following is a DFT calculation (ωB97M-V/def2-TZVPD) of a 2-piece molecular cluster, C4H6N5O4S overall.

**Charge**: +1
**Kohn-Sham gap (alpha / beta)**: 5.627 / 6.211 eV

The geometry in XYZ format:
```
20
C4H6N5O4S | OMol25 | ωB97M-V/def2-TZVPD
S -0.64456 -2.66615 0.32341
O 4.25003 -0.82425 3.06804
O -0.21509 3.31333 0.26951
O 1.43726 1.96735 0.74734
O 2.53235 -0.25785 1.68703
N 0.05805 -0.13677 -0.45477
N -1.63781 -1.29150 -1.78415
N -1.85686 1.09406 -0.15655
N -1.71665 -0.50943 -2.73471
N -1.39272 -3.85539 -0.37195
C -0.69354 -1.29675 -0.86549
C 3.42373 -0.52235 2.36502
C -0.61605 0.98289 -0.10142
C 0.24225 2.10705 0.27396
H -1.45301 -4.64835 0.26004
H -2.33148 1.87334 0.26692
H 1.00995 0.11687 -0.89931
H -2.54285 -0.47651 -3.44476
H 1.74493 1.00335 0.93330
H 0.40208 4.02706 0.61854
```

=====

The following is a DFT calculation (ωB97M-V/def2-TZVPD) of one molecule with the formula C4H6N6O.

**SMILES string**: Nc1nc(N)c(N=O)c(N)n1
**Kohn-Sham gap**: 8.448 eV

The geometry in XYZ format:
```
17
C4H6N6O | OMol25 | ωB97M-V/def2-TZVPD
O 3.19555 -0.25737 0.01226
N -0.77816 -1.33318 -0.12823
N -1.28471 1.04365 -0.08879
N 2.33584 0.63743 0.09014
N 0.35755 2.56125 -0.05096
N 1.42593 -2.06744 -0.07166
N -2.93697 -0.62774 0.03191
C -1.59279 -0.25996 -0.03740
C 0.54498 -1.06738 -0.07128
C -0.02427 1.31205 -0.03668
C 1.03929 0.31774 -0.00063
H -3.12069 -1.54970 0.45832
H -3.50972 0.17027 0.19444
H 1.02214 -2.99993 -0.00797
H -0.39508 3.20737 -0.15918
H 1.31354 2.81216 -0.05275
H 2.40757 -1.89921 -0.08152
```

=====

The following is a DFT calculation (ωB97M-V/def2-TZVPD) of C4H6NO as an isolated structure.

**Charge**: +1
**Kohn-Sham gap (alpha / beta)**: 9.150 / 9.150 eV

The geometry in XYZ format:
```
12
C4H6NO | OMol25 | ωB97M-V/def2-TZVPD
O -0.71803 1.82103 -1.23797
N -0.00374 -0.62244 -1.20248
C 0.08491 -1.90328 0.98627
C 0.96842 -1.25072 1.80602
C 0.07238 -0.76616 0.05536
C 0.30841 -0.09234 1.28982
H -1.62256 2.11736 -1.09988
H -0.15998 -1.42183 -1.80954
H -0.23394 2.56904 -1.61699
H 1.62910 -1.47260 2.61608
H -0.07183 0.34486 -1.57316
H -0.25313 0.67709 1.78648
```

=====

The following is a DFT calculation (ωB97M-V/def2-TZVPD) of C4H6NO as an isolated structure.

**Charge**: +1
**Kohn-Sham gap**: 8.685 eV

The geometry in XYZ format:
```
12
C4H6NO | OMol25 | ωB97M-V/def2-TZVPD
O 3.06977 -0.11586 0.05736
N -0.30079 -0.05053 -0.00324
C 0.64756 0.91881 -0.63172
C -1.68568 -0.38689 0.03829
C 0.63625 -0.60545 0.72252
C 1.69312 0.12216 0.06230
H -1.90643 -0.21421 1.02237
H 0.85368 0.86166 -1.69170
H 0.58399 -1.39940 1.40354
H -1.70320 -1.38438 -0.15808
H -2.33723 0.24326 -0.62255
H 0.44895 2.01084 -0.19909
```

=====

The following is a DFT calculation (ωB97M-V/def2-TZVPD) of a 2-piece molecular cluster, C4H6NO overall.

**Charge**: +1
**Kohn-Sham gap (alpha / beta)**: 4.674 / 4.673 eV

The geometry in XYZ format:
```
12
C4H6NO | OMol25 | ωB97M-V/def2-TZVPD
O 0.07853 1.95042 1.73137
N 2.49514 0.08870 -3.11663
C -2.81052 -1.07791 0.79349
C -1.10681 -0.16466 1.68903
C -0.42896 0.80661 1.76106
C -1.91725 -1.34201 1.68067
H 3.06219 0.81100 -3.53881
H -1.77222 -2.38373 2.01534
H 1.88701 0.59393 -2.48823
H 1.06915 1.89802 1.90859
H 3.01444 -0.64598 -2.73330
H -3.57071 -0.53440 0.29742
```

=====

The following is a DFT calculation (ωB97M-V/def2-TZVPD) of a 2-piece molecular cluster, C4H6NO overall.

**Charge**: +1
**Kohn-Sham gap (alpha / beta)**: 10.044 / 7.738 eV

The geometry in XYZ format:
```
12
C4H6NO | OMol25 | ωB97M-V/def2-TZVPD
O 1.94492 0.06246 0.30317
N -0.54419 0.43907 -0.11874
C 0.67517 0.07718 0.71452
C -0.38795 0.99834 1.02396
C -0.94727 0.30144 -1.47677
C 1.37296 -1.15968 0.79956
H -1.54299 -0.63150 -1.68602
H -1.49930 1.15547 -1.77396
H 1.00345 -1.82491 0.00345
H -1.82619 1.91860 2.59858
H 1.81663 -1.64379 1.69051
H -0.06523 0.30733 -2.07826
```

=====

The following is a DFT calculation (ωB97M-V/def2-TZVPD) of an isolated ion of composition C4H6NO and charge +1.

**Charge**: +1
**Kohn-Sham gap**: 7.211 eV

The geometry in XYZ format:
```
12
C4H6NO | OMol25 | ωB97M-V/def2-TZVPD
O -0.83982 -1.15942 2.84433
N -0.52495 -0.88673 1.74293
C -0.04090 0.51668 -0.22933
C -0.14400 -1.99039 -0.72671
C -0.09371 0.39232 1.29069
C 0.11863 -0.78486 -1.00047
H -0.72798 1.18830 1.70683
H -0.36220 -3.00987 -0.53436
H 0.91299 0.53959 1.71381
H -0.97030 0.95760 -0.60693
H 0.77205 1.18263 -0.51570
H 0.47956 -0.56478 -2.01238
```

=====

The following is a DFT calculation (ωB97M-V/def2-TZVPD) of an isolated ion of composition C4H6NO2 and charge +1.

**Charge**: +1
**SMILES string**: C=[N+]1CCC(=O)O1
**Kohn-Sham gap**: 10.028 eV

The geometry in XYZ format:
```
13
C4H6NO2 | OMol25 | ωB97M-V/def2-TZVPD
O 2.20382 -0.21423 1.80397
O 1.40596 0.17516 -0.31660
N 0.02186 0.21413 -0.86828
C -0.01669 0.31165 -2.12206
C -0.89278 0.20699 0.24598
C -0.12153 -0.48003 1.36160
C 1.31262 -0.14442 1.04385
H -0.39869 -0.11282 2.23181
H -1.86638 -0.28287 0.09385
H 0.79955 0.25500 -2.71344
H -0.43216 -1.48718 1.43207
H -1.04293 1.24832 0.35721
H -0.97265 0.31029 -2.54996
```

=====

Energy above the lowest of the compared OMol25 structures with the same formula, charge and spin (kcal/mol)
142.80 21.08 179.00 83.54 46.94 98.03 43.50 66.48 87.23 30.16 47.35 27.59 74.60 79.54 140.33 190.37 121.94 54.65
F_max (eV/Å)
4.34 4.35 2.80 10.71 5.30 2.92 1.79 5.45 2.79 4.50 3.23 3.43 1.41 10.73 3.28 2.38 3.01 4.86